43
Properties=species:S:1:pos:R:3:nbo_charge:R:1 method="wB97M-V/def2-TZVPD" largest_force_ev_per_a=3.78 gap_ev=9.62 smiles="O=CNCCCCS.O.O.O.O.O.O.O.O" molar_mass_g_mol=277.34 de_lowest_ev=2.311 e_tot_ha=-1336.73348 lumo_energy_ev=-0.05
O 0.77771 -0.10399 0.87500 -0.67
C 1.04723 0.24884 -0.23337 0.54
N 0.41137 -0.19556 -1.36326 -0.64
C -0.88611 -0.93836 -1.48102 -0.24
C -2.02954 0.00296 -1.75091 -0.42
C -3.50334 -0.49326 -1.31031 -0.41
C -3.91448 0.23448 -0.02631 -0.55
S -3.79530 2.02561 -0.05746 -0.03
H 1.82566 0.88986 -0.45241 0.17
H 0.57910 0.36102 -2.17918 0.39
H -0.73793 -1.73338 -2.26961 0.20
H -1.06195 -1.48098 -0.47302 0.24
H -2.10293 0.38467 -2.77214 0.21
H -1.76993 0.79720 -1.11885 0.20
H -4.15356 -0.43989 -2.11814 0.21
H -3.55662 -1.64823 -1.15787 0.23
H -4.94183 -0.14354 0.24251 0.25
H -3.16048 -0.13004 0.86682 0.21
H -2.54511 2.23508 0.42846 0.12
O 0.63616 -1.57336 3.01645 -0.98
H -0.18846 -1.20806 3.35765 0.47
H 0.53103 -1.33407 2.03582 0.50
O 2.62239 2.88115 -0.34411 -1.02
H 3.46191 3.03621 0.28232 0.53
H 2.04863 3.65794 -0.40931 0.48
O -2.37040 -0.31514 2.76499 -0.97
H -2.67347 0.45368 2.20103 0.49
H -2.12065 0.08695 3.64623 0.49
O -2.14107 -2.72366 1.38865 -0.96
H -2.43256 -2.09720 2.12140 0.49
H -1.23482 -2.75550 1.49896 0.46
O 3.21944 -0.20252 2.85267 -0.99
H 3.69086 -1.01321 2.95774 0.48
H 2.24947 -0.29763 2.87089 0.51
O 2.59179 1.16520 -4.00896 -0.94
H 2.06340 1.90742 -3.87161 0.46
H 2.95145 0.97024 -3.07860 0.48
O 3.03301 -1.20994 -1.39489 -0.94
H 2.86516 -1.51061 -2.27034 0.47
H 2.13890 -1.54471 -0.95211 0.48
O 4.40458 1.53348 0.70754 -0.98
H 4.08474 1.47376 -0.22917 0.48
H 4.08656 0.74707 1.20783 0.52

44
Properties=species:S:1:pos:R:3:nbo_charge:R:1 method="wB97M-V/def2-TZVPD" largest_force_ev_per_a=7.98 gap_ev=9.10 smiles="CC(=O)N[C@H](C)CN.O.O.O.O.O.O.O.O" molar_mass_g_mol=260.28 de_lowest_ev=5.891 e_tot_ha=-993.85436 lumo_energy_ev=-0.12
C -1.53810 1.50332 -0.43027 -0.71
C -0.10616 1.28672 -0.05985 0.70
O 0.76441 2.21382 -0.18256 -0.75
N 0.31104 0.13527 0.49602 -0.64
C 1.56785 0.17703 1.32467 -0.05
C 2.74668 0.04218 0.34503 -0.65
C 1.54226 -1.01539 2.40946 -0.22
N 0.41633 -0.65702 3.25396 -0.89
H -1.88674 2.09481 -1.28857 0.25
H -2.00864 0.50940 -0.28884 0.22
H -1.95169 2.23298 0.34026 0.26
H -0.54034 -0.50032 0.60311 0.43
H 1.65862 1.26054 1.77382 0.23
H 3.42318 0.91333 0.17618 0.23
H 3.31570 -0.89119 0.61978 0.20
H 2.26002 -0.27013 -0.60390 0.24
H 2.52148 -1.14999 2.99367 0.22
H 1.37008 -1.94108 1.87784 0.17
H 0.68994 -0.18942 4.05427 0.37
H -0.35209 -0.36162 2.78258 0.39
O 1.94728 3.25421 -2.24306 -0.98
H 0.91946 3.19112 -2.23439 0.48
H 1.94845 3.29216 -1.11549 0.51
O -0.28601 -1.12190 -2.83812 -0.99
H -0.54472 -1.17849 -1.86260 0.47
H 0.37431 -0.41661 -2.90534 0.49
O -2.84686 -2.00796 1.47414 -0.92
H -2.42808 -2.48963 2.06376 0.51
H -3.74569 -1.81845 1.76307 0.49
O -1.05355 -3.17533 2.94959 -0.99
H -0.56377 -2.89097 1.99596 0.48
H -0.46315 -2.78796 3.66644 0.51
O -0.21264 1.52492 -4.28814 -0.97
H 0.60233 1.14624 -3.88818 0.46
H -0.81652 1.26774 -3.59315 0.46
O 1.67164 0.71503 -2.81251 -0.98
H 2.21355 0.86192 -3.70026 0.50
H 1.89762 1.39977 -2.19356 0.53
O -1.62134 -2.25303 -0.58027 -0.96
H -2.46716 -2.11462 -0.34461 0.49
H -1.52214 -2.91040 -1.23582 0.49
O -2.02411 0.27028 2.04888 -1.03
H -2.43816 -0.64064 1.77542 0.48
H -2.54315 0.71012 2.76086 0.48